Molecular formula: C6H19N5O11S2V
Method: DFT, ωB97M-V with the def2-TZVPD basis set

Its energy relative to the best compared isomer or geometry (same formula, charge and spin) is 0.0 kJ/mol. The net charge is -1. Its spin multiplicity is 3. The calculation puts the max |F| at 0.040 Eh/bohr. The calculation puts the orbital gap (spin up / spin down) at 7.3 / 7.8 eV.

Last column: Mulliken charge in e.
Positions of all 44 atoms, in Å:
V (0.135, -0.044, 0.887)  0.97
S (-0.217, 2.283, 2.306)  1.17
O (-0.243, 3.621, 1.752)  -0.73
O (1.054, 1.523, 1.981)  -0.59
O (-0.470, 2.270, 3.742)  -0.79
O (-1.119, 1.378, 1.496)  -0.48
S (1.938, -2.063, 0.317)  1.20
O (2.076, -0.612, 0.773)  -0.50
O (2.662, -2.207, -0.938)  -0.74
O (2.261, -3.081, 1.294)  -0.70
O (0.456, -1.977, 0.062)  -0.58
C (-0.632, -0.152, -2.880)  -1.50
C (0.704, 0.285, -2.303)  0.87
C (1.491, 1.134, -3.300)  -0.93
O (2.712, 1.473, -2.707)  -0.21
C (3.616, 2.043, -3.603)  -0.82
N (0.459, 1.008, -1.028)  -0.32
H (-0.506, -0.510, -3.906)  0.48
H (-1.275, 0.733, -2.964)  0.37
H (-1.103, -0.925, -2.280)  0.17
H (1.334, -0.571, -2.044)  -0.11
H (0.941, 2.066, -3.522)  0.34
H (1.507, 0.525, -4.214)  0.38
H (4.469, 2.440, -3.055)  0.24
H (3.143, 2.881, -4.140)  0.32
H (4.009, 1.359, -4.366)  0.29
H (1.347, 1.481, -0.826)  0.37
H (-0.117, 1.824, -1.249)  0.38
C (-2.944, -0.633, 0.152)  0.47
O (-1.735, -0.695, 0.266)  -0.05
N (-3.656, 0.448, 0.581)  -0.36
N (-3.657, -1.686, -0.365)  -0.45
H (-4.655, 0.393, 0.630)  0.13
H (-3.121, 1.278, 0.791)  0.23
H (-4.637, -1.575, -0.544)  0.15
H (-3.148, -2.463, -0.744)  0.25
C (-0.345, -1.489, 3.770)  0.49
O (-0.304, -1.017, 2.650)  -0.48
N (-0.270, -0.658, 4.847)  -0.35
N (-0.484, -2.822, 4.009)  -0.40
H (-0.398, 0.337, 4.674)  0.24
H (-0.165, -0.980, 5.790)  0.14
H (-0.662, -3.133, 4.945)  0.16
H (-0.451, -3.492, 3.263)  0.26

Forces on the atoms, in the same order (eV/Å):
0.91 -0.55 -0.01
1.48 0.49 -0.08
-0.03 -0.08 -0.02
0.30 -0.02 -0.10
-0.45 -0.51 -0.10
-2.04 0.30 0.03
0.28 0.59 -1.29
0.63 0.28 0.99
0.00 -0.26 0.15
-0.05 0.39 0.33
-1.35 -0.28 -0.09
0.25 0.37 -0.51
-0.06 -0.19 0.47
-1.15 -0.10 0.62
0.32 -0.50 -0.29
0.20 0.72 -0.43
0.85 0.81 -0.42
0.03 -0.20 0.10
-0.20 -0.14 0.16
0.00 0.05 0.12
-0.10 -0.07 -0.08
-0.05 -0.07 -0.16
0.76 0.20 -0.11
-0.08 -0.08 0.18
0.06 0.00 0.02
-0.22 -0.29 0.14
0.05 -0.39 0.40
-0.43 -0.29 0.30
-0.43 0.33 0.59
0.20 -0.60 -0.86
0.00 -0.72 -0.63
-0.08 0.52 0.29
0.01 0.35 0.00
0.09 -0.01 0.46
0.05 -0.18 -0.18
0.06 -0.01 0.05
0.21 0.54 0.67
-0.14 -0.43 -0.59
-0.26 -0.19 0.04
-0.09 0.16 0.39
0.27 0.08 -0.22
-0.05 -0.11 -0.05
0.06 -0.12 -0.07
0.19 0.20 -0.21


Molecular formula: C6H19NO3
Method: DFT, ωB97M-V with the def2-TZVPD basis set

Its energy relative to the best compared isomer or geometry (same formula, charge and spin) is 127.4 kJ/mol. The net charge is 0. The calculation puts the max |F| at 0.082 Eh/bohr. The calculation puts the orbital gap at 9.6 eV.

Last column: Mulliken charge in e.
Positions of all 29 atoms, in Å:
N (0.741, 1.217, -2.957)  -0.61
C (0.070, 1.546, -1.666)  -0.61
C (0.990, 1.426, -0.414)  -0.53
C (1.570, 0.035, -0.227)  -0.88
C (0.496, -1.069, -0.052)  0.32
C (-0.543, -0.802, 1.016)  0.26
C (0.044, -0.856, 2.431)  -0.51
O (0.210, -2.154, 2.906)  -0.56
H (0.898, 0.251, -3.008)  0.26
H (1.622, 1.779, -3.059)  0.26
H (-0.774, 0.840, -1.617)  0.29
H (-0.291, 2.617, -1.694)  0.31
H (1.861, 2.126, -0.544)  0.34
H (0.430, 1.728, 0.395)  0.35
H (2.216, -0.241, -1.089)  0.40
H (2.220, 0.045, 0.695)  0.28
H (1.000, -2.059, 0.128)  0.32
H (-0.030, -1.212, -1.071)  -0.68
H (-0.992, 0.227, 0.822)  -0.16
H (-1.387, -1.544, 0.954)  0.27
H (1.017, -0.304, 2.534)  0.21
H (-0.657, -0.409, 3.154)  0.28
H (0.787, -2.735, 2.236)  0.34
O (-1.988, 2.133, 1.675)  -0.52
H (-1.818, 2.882, 2.212)  0.26
H (-2.934, 2.177, 1.541)  0.26
O (-1.641, -2.862, -1.966)  -0.63
H (-1.832, -2.747, -1.081)  0.33
H (-1.285, -2.034, -2.256)  0.35

Forces on the atoms, in the same order (eV/Å):
0.07 2.82 0.69
0.81 0.55 -0.39
1.46 -0.25 -2.84
0.37 -0.71 0.87
0.12 -0.89 -1.77
-0.88 1.03 -0.08
-0.03 1.02 0.15
2.02 -3.20 -1.84
0.68 -1.33 -0.17
-1.11 -1.15 0.11
0.03 0.54 0.28
0.08 -1.26 -0.16
-0.84 -0.37 0.13
-1.10 0.74 2.08
-0.29 0.20 0.57
-0.44 -0.04 -0.95
-0.33 0.79 -0.20
0.84 0.24 1.58
0.46 -1.36 0.43
0.76 0.62 0.16
-0.76 -0.15 -0.36
0.20 0.06 -0.36
-1.91 2.14 2.17
-0.15 -0.89 -0.66
0.48 1.15 0.86
-0.35 -0.16 -0.17
0.25 -1.08 -2.72
-0.64 0.33 2.94
0.21 0.61 -0.34


> What is the max |F| in the first record?

0.040 Eh/bohr


> Which value of max |F| does entry 2 give?

0.082 Eh/bohr